Formula: C78H174N13O12
Source: the Open Molecules 2025 dataset
Level of theory: ωB97M-V with the def2-TZVPD basis set

CARTESIAN COORDINATES (ANGSTROEM)
C -4.887 -4.759 -3.884
C -3.869 -3.652 -4.009
C -3.038 -3.915 -5.232
N -2.337 -2.780 -5.852
C -3.328 -1.848 -6.444
C -1.500 -2.074 -4.775
C -0.656 -1.191 -5.636
C -0.176 -2.144 -6.787
C -1.258 -3.220 -6.862
H -4.519 -5.708 -4.248
H -5.719 -4.521 -4.555
H -5.222 -4.924 -2.862
H -3.200 -3.620 -3.162
H -4.406 -2.692 -4.062
H -3.621 -4.421 -6.007
H -2.255 -4.676 -5.040
H -2.905 -1.326 -7.278
H -3.690 -1.157 -5.683
H -4.173 -2.394 -6.796
H -2.174 -1.467 -4.172
H -0.901 -2.853 -4.273
H -1.322 -0.419 -6.062
H 0.097 -0.534 -5.170
H -0.099 -1.614 -7.733
H 0.800 -2.614 -6.579
H -1.731 -3.469 -7.801
H -0.903 -4.128 -6.373
C 6.866 -0.978 -2.559
C 6.732 0.372 -3.261
C 6.345 -0.040 -4.702
N 5.710 1.029 -5.585
C 6.452 2.348 -5.512
C 4.252 1.095 -5.219
C 3.553 -0.162 -5.905
C 4.657 -0.736 -6.826
C 5.607 0.477 -6.985
H 7.332 -0.881 -1.582
H 7.429 -1.697 -3.178
H 5.856 -1.412 -2.540
H 7.674 0.997 -3.275
H 5.970 0.984 -2.823
H 5.656 -0.879 -4.520
H 7.169 -0.426 -5.278
H 5.975 3.014 -6.228
H 7.483 2.263 -5.807
H 6.417 2.695 -4.502
H 3.989 2.034 -5.653
H 4.122 1.114 -4.158
H 2.711 0.206 -6.490
H 3.209 -0.825 -5.114
H 4.321 -1.088 -7.805
H 5.275 -1.442 -6.317
H 5.167 1.240 -7.614
H 6.598 0.318 -7.379
C -2.646 4.484 -2.190
C -1.686 4.332 -3.393
C -2.425 4.669 -4.614
N -1.699 4.509 -5.953
C -0.279 4.898 -5.834
C -2.496 5.345 -6.952
C -2.012 4.798 -8.295
C -1.888 3.286 -8.083
C -1.734 3.108 -6.530
H -3.046 5.465 -2.075
H -1.993 4.221 -1.344
H -3.454 3.754 -2.325
H -1.322 3.273 -3.462
H -0.809 5.006 -3.366
H -2.663 5.695 -4.560
H -3.409 4.229 -4.600
H 0.199 4.128 -5.206
H -0.173 5.880 -5.408
H 0.164 4.791 -6.798
H -2.337 6.412 -6.777
H -3.549 5.058 -6.863
H -1.030 5.127 -8.559
H -2.658 5.115 -9.153
H -1.032 2.778 -8.554
H -2.722 2.668 -8.401
H -0.804 2.678 -6.162
H -2.516 2.519 -6.073
C 3.847 2.830 1.221
C 4.720 1.818 1.993
C 4.240 1.993 3.442
N 5.277 1.622 4.438
C 6.402 2.612 4.409
C 4.562 1.615 5.802
C 3.865 0.228 5.860
C 4.431 -0.638 4.696
C 5.668 0.187 4.242
H 2.765 2.614 1.391
H 4.083 2.892 0.164
H 3.968 3.834 1.684
H 5.786 2.027 1.839
H 4.699 0.787 1.687
H 3.284 1.411 3.650
H 3.914 2.992 3.682
H 6.903 2.482 3.485
H 7.064 2.406 5.246
H 6.055 3.623 4.602
H 5.193 1.797 6.629
H 3.810 2.421 5.818
H 4.186 -0.239 6.781
H 2.784 0.314 5.797
H 4.687 -1.641 5.014
H 3.726 -0.709 3.884
H 6.508 -0.013 4.913
H 6.071 0.023 3.249
C -1.091 -1.395 7.201
C -1.200 -2.826 7.817
C -2.012 -2.841 9.053
N -1.890 -4.132 9.849
C -0.478 -4.348 10.269
C -2.449 -5.329 9.075
C -2.704 -6.333 10.174
C -3.357 -5.497 11.222
C -2.800 -4.116 11.056
H -2.098 -0.910 7.242
H -0.798 -1.402 6.167
H -0.396 -0.792 7.765
H -0.257 -3.284 8.024
H -1.607 -3.479 7.061
H -3.097 -2.722 8.857
H -1.780 -2.048 9.718
H 0.078 -3.420 10.295
H -0.012 -5.184 9.715
H -0.363 -4.754 11.306
H -1.695 -5.657 8.373
H -3.406 -4.974 8.605
H -1.703 -6.650 10.526
H -3.213 -7.151 9.746
H -3.191 -5.829 12.235
H -4.449 -5.541 11.040
H -2.212 -3.678 11.871
H -3.524 -3.330 10.844
C 2.980 -6.073 2.742
C 3.326 -7.126 1.719
C 2.365 -7.016 0.589
N 2.435 -8.113 -0.423
C 3.838 -8.121 -0.954
C 2.072 -9.465 0.136
C 1.780 -10.365 -1.026
C 1.161 -9.413 -2.050
C 1.432 -7.962 -1.572
H 2.759 -5.180 2.190
H 3.832 -5.853 3.408
H 2.019 -6.204 3.213
H 3.420 -8.160 2.018
H 4.283 -6.850 1.317
H 2.416 -6.035 0.113
H 1.333 -7.038 0.961
H 4.008 -7.269 -1.568
H 4.063 -9.046 -1.473
H 4.533 -8.082 -0.127
H 2.953 -9.846 0.696
H 1.175 -9.476 0.800
H 2.750 -10.726 -1.413
H 1.137 -11.220 -0.782
H 1.752 -9.636 -2.970
H 0.138 -9.650 -2.306
H 1.769 -7.234 -2.319
H 0.499 -7.585 -1.118
C -1.461 -3.068 1.654
C -0.690 -2.452 0.488
C -0.882 -0.952 0.496
N 0.042 -0.060 -0.281
C -0.481 1.307 -0.178
C 0.171 -0.430 -1.736
C 1.425 0.303 -2.137
C 2.392 -0.027 -0.973
C 1.509 -0.279 0.276
H -2.427 -2.568 1.880
H -0.823 -2.980 2.550
H -1.656 -4.157 1.518
H -1.012 -2.902 -0.457
H 0.368 -2.712 0.508
H -0.746 -0.482 1.494
H -1.881 -0.816 0.142
H 0.388 1.948 -0.233
H -0.960 1.417 0.734
H -1.120 1.380 -1.023
H -0.675 -0.123 -2.369
H 0.357 -1.508 -1.797
H 1.274 1.412 -2.126
H 1.733 0.064 -3.135
H 3.010 0.836 -0.927
H 2.979 -0.885 -1.204
H 1.625 0.320 1.151
H 1.655 -1.298 0.529
C 4.832 9.102 2.524
C 4.504 10.147 1.458
C 2.942 10.114 1.112
C 2.567 8.775 0.438
N 1.143 8.246 0.574
C 0.952 7.807 1.996
C 1.214 6.326 2.075
C 0.510 5.858 0.824
C 0.927 6.962 -0.218
C 0.126 9.323 0.222
C 0.323 9.958 -1.105
C -0.598 11.110 -1.356
H 4.619 8.133 2.126
H 4.256 9.136 3.467
H 5.923 9.079 2.783
H 5.052 9.974 0.545
H 4.797 11.157 1.771
H 2.706 10.941 0.423
H 2.316 10.301 1.938
H 3.208 7.970 0.664
H 2.717 8.829 -0.618
H -0.058 7.948 2.319
H 1.604 8.414 2.629
H 1.002 5.883 3.053
H 2.300 6.135 2.080
H -0.593 5.865 0.952
H 0.821 4.884 0.361
H 0.201 7.040 -1.028
H 1.815 6.722 -0.745
H 0.191 10.076 1.043
H -0.836 8.818 0.421
H 0.217 9.235 -1.897
H 1.337 10.360 -1.125
H -0.366 11.582 -2.309
H -0.688 11.927 -0.598
H -1.605 10.696 -1.484
C -11.126 -3.073 2.917
C -10.175 -1.995 2.411
C -8.717 -2.454 2.317
C -7.724 -1.307 2.077
N -6.281 -1.673 1.470
C -5.679 -2.863 2.096
C -5.526 -3.913 0.955
C -5.249 -3.013 -0.254
C -6.394 -2.017 -0.040
C -5.417 -0.469 1.763
C -5.166 -0.141 3.195
C -4.003 0.830 3.285
H -12.060 -2.575 2.942
H -10.891 -3.495 3.900
H -11.235 -3.928 2.244
H -10.231 -1.142 3.101
H -10.556 -1.611 1.467
H -8.634 -3.107 1.468
H -8.527 -3.065 3.232
H -7.503 -0.691 2.934
H -8.215 -0.637 1.337
H -4.728 -2.537 2.502
H -6.312 -3.197 2.921
H -4.769 -4.638 1.204
H -6.421 -4.511 0.794
H -4.285 -2.547 -0.213
H -5.248 -3.546 -1.229
H -6.189 -1.061 -0.523
H -7.351 -2.448 -0.279
H -5.812 0.364 1.250
H -4.464 -0.621 1.265
H -4.937 -1.044 3.787
H -6.082 0.260 3.704
H -4.076 1.466 4.186
H -3.988 1.564 2.450
H -3.056 0.261 3.324
N 0.981 1.424 3.618
O 0.834 1.951 2.528
O 1.367 2.089 4.584
O 0.685 0.228 3.769
N -3.261 0.510 -2.127
O -3.100 -0.625 -1.706
O -2.506 0.982 -3.023
O -4.201 1.167 -1.623
N 1.017 -4.019 -2.343
O 0.702 -5.172 -2.617
O 1.301 -3.732 -1.170
O 0.897 -3.131 -3.184
N 2.337 3.527 -2.906
O 3.367 2.988 -2.544
O 1.798 4.409 -2.260
O 1.779 3.217 -3.958

For the electronic energy, the calculation gives -4688.9186 a.u. Its frontier orbital gap is 8.48 eV. As for the total charge: +5. As for the HOMO energy: -15.64 eV.